1.
{"formula": "C19H21IrN5O7", "method": "wB97M-V/def2-TZVPD", "energy_ha": -1641.32971, "relative_energy_kj_mol": 44.7, "charge": 1, "elements": ["Ir", "O", "C", "O", "C", "C", "C", "C", "C", "O", "C", "C", "O", "O", "H", "H", "H", "H", "H", "H", "H", "H", "N", "C", "O", "C", "C", "C", "N", "C", "C", "H", "H", "H", "H", "H", "H", "C", "N", "C", "C", "C", "N", "C", "O", "N", "H", "H", "H", "H", "H", "H", "H"], "xyz": [[-0.116, -0.382, 0.096], [-0.302, 3.446, -1.094], [0.115, 2.329, -0.936], [-0.060, 1.630, 0.171], [0.999, 1.664, -2.001], [2.137, 0.866, -1.373], [3.225, 0.541, -2.386], [2.543, -0.541, -3.263], [1.170, -0.655, -2.621], [1.509, -0.466, -1.189], [0.307, 0.579, -2.896], [-1.156, 0.269, -2.588], [-2.018, 0.474, -3.400], [-1.388, -0.347, -1.442], [1.385, 2.468, -2.623], [2.463, 1.224, -0.399], [3.509, 1.429, -2.946], [4.117, 0.152, -1.898], [2.460, -0.254, -4.309], [3.076, -1.488, -3.211], [0.669, -1.614, -2.725], [0.351, 0.861, -3.945], [-0.568, -7.409, 1.234], [-0.738, -6.733, 0.070], [-0.968, -7.260, -0.993], [-0.580, -5.231, 0.146], [0.235, -4.585, 1.065], [0.353, -3.212, 1.003], [-0.302, -2.465, 0.102], [-1.102, -3.089, -0.778], [-1.248, -4.462, -0.793], [-0.744, -8.401, 1.213], [-0.631, -6.944, 2.122], [0.810, -5.132, 1.800], [1.005, -2.682, 1.684], [-1.634, -2.448, -1.466], [-1.875, -4.937, -1.534], [-2.247, 0.706, 4.187], [-0.864, 0.416, 3.782], [0.207, 0.600, 4.604], [1.478, 0.392, 4.194], [1.689, -0.008, 2.841], [0.634, -0.176, 2.055], [-0.627, 0.021, 2.510], [-1.521, -0.180, 1.655], [2.900, -0.224, 2.332], [-2.280, 0.780, 5.270], [-2.892, -0.101, 3.851], [-2.572, 1.639, 3.733], [-0.028, 0.924, 5.608], [2.305, 0.544, 4.869], [3.730, -0.087, 2.882], [2.992, -0.505, 1.369]], "forces_ev_per_angstrom": [[-0.08, 0.11, -0.01], [0.02, 0.02, 0.03], [0.05, -0.02, 0.01], [-0.08, -0.08, -0.07], [-0.01, 0.01, -0.04], [0.00, -0.04, 0.00], [0.01, 0.00, 0.00], [0.00, 0.00, 0.00], [0.00, 0.01, 0.04], [-0.02, 0.03, -0.01], [0.05, 0.00, 0.04], [0.00, -0.06, -0.11], [-0.02, 0.02, 0.02], [0.08, 0.03, 0.08], [-0.02, 0.02, 0.00], [0.01, 0.01, -0.01], [0.00, 0.00, 0.00], [0.00, -0.01, 0.00], [0.00, 0.00, 0.00], [0.00, 0.00, 0.00], [-0.01, 0.00, -0.01], [-0.02, 0.01, 0.00], [-0.01, 0.01, 0.00], [0.03, 0.00, 0.01], [-0.01, 0.00, 0.00], [-0.01, 0.00, 0.00], [0.01, 0.01, -0.01], [0.06, -0.03, -0.05], [0.04, -0.02, 0.09], [-0.07, 0.02, 0.01], [0.01, -0.01, 0.00], [0.00, 0.00, 0.00], [0.00, -0.01, 0.00], [0.00, 0.00, 0.00], [-0.01, 0.01, 0.01], [0.01, 0.01, 0.00], [0.00, 0.00, 0.00], [0.00, 0.00, 0.00], [-0.01, 0.00, 0.01], [-0.01, 0.00, 0.00], [0.02, 0.01, 0.00], [-0.04, 0.12, -0.01], [0.02, -0.26, 0.08], [0.02, 0.04, -0.04], [0.01, 0.03, -0.05], [0.00, -0.02, 0.00], [0.00, 0.01, 0.00], [0.00, 0.00, 0.00], [0.00, 0.00, -0.01], [0.00, 0.00, 0.00], [0.00, 0.00, 0.00], [0.00, 0.00, 0.00], [0.00, 0.02, 0.00]]}



2.
{"formula": "C19H27BrFNO14S", "method": "wB97M-V/def2-TZVPD", "energy_ha": -4920.32656, "relative_energy_kj_mol": 0.0, "elements": ["C", "C", "C", "N", "Br", "S", "O", "O", "F", "H", "H", "H", "C", "C", "C", "O", "C", "O", "O", "H", "H", "H", "H", "H", "H", "C", "C", "C", "O", "C", "O", "O", "H", "H", "H", "H", "H", "H", "C", "C", "C", "O", "C", "O", "O", "H", "H", "H", "H", "H", "H", "C", "C", "C", "O", "C", "O", "O", "H", "H", "H", "H", "H", "H"], "xyz": [[-3.136, -3.770, 1.417], [-2.333, -4.242, 2.163], [-1.372, -4.811, 3.083], [-0.494, -5.854, 2.513], [0.448, -5.285, 0.997], [-1.293, -7.304, 2.316], [-1.401, -7.869, 3.606], [-2.419, -7.236, 1.466], [-0.182, -8.033, 1.558], [-3.643, -3.357, 0.582], [-1.856, -5.229, 3.960], [-0.712, -4.007, 3.397], [1.949, -1.810, -2.912], [0.800, -2.188, -2.018], [-0.551, -2.301, -2.693], [-1.457, -1.927, -1.640], [-0.781, -1.132, -0.779], [-1.288, -0.489, 0.084], [0.539, -1.148, -1.051], [1.818, -0.790, -3.277], [2.885, -1.854, -2.367], [2.020, -2.487, -3.763], [1.032, -3.102, -1.464], [-0.780, -3.303, -3.045], [-0.664, -1.591, -3.515], [6.078, -4.750, 1.969], [5.335, -3.650, 1.255], [3.840, -3.858, 1.137], [3.532, -3.175, -0.089], [4.654, -3.174, -0.854], [4.682, -2.863, -2.002], [5.716, -3.587, -0.135], [6.043, -5.672, 1.388], [7.126, -4.485, 2.103], [5.640, -4.929, 2.950], [5.558, -2.680, 1.704], [3.272, -3.428, 1.957], [3.576, -4.912, 1.026], [-1.657, 2.127, -1.724], [-0.477, 3.062, -1.761], [-0.686, 4.387, -1.061], [0.163, 5.271, -1.804], [0.301, 4.759, -3.055], [0.786, 5.340, -3.968], [-0.196, 3.502, -3.106], [-2.485, 2.530, -2.307], [-1.393, 1.163, -2.155], [-1.984, 1.960, -0.699], [0.418, 2.561, -1.382], [-0.388, 4.369, -0.016], [-1.717, 4.741, -1.142], [-2.361, 8.644, 1.708], [-2.853, 7.291, 1.260], [-3.405, 7.242, -0.149], [-4.377, 6.194, -0.061], [-4.795, 6.119, 1.228], [-5.723, 5.484, 1.601], [-3.999, 6.874, 2.024], [-3.195, 9.341, 1.792], [-1.886, 8.580, 2.685], [-1.635, 9.039, 0.997], [-2.072, 6.537, 1.396], [-2.653, 6.998, -0.895], [-3.910, 8.168, -0.434]], "forces_ev_per_angstrom": [[0.38, 0.06, -0.57], [-0.38, -0.11, 0.07], [0.35, 0.35, -0.05], [0.10, -0.20, -0.12], [-0.16, 0.23, -0.03], [-0.63, 0.37, 0.50], [0.05, -0.10, 0.23], [-0.01, 0.04, -0.35], [0.57, -0.56, -0.28], [-0.41, 0.16, 0.08], [0.00, -0.16, 0.17], [0.16, -0.02, 0.28], [-0.05, 0.40, 0.12], [0.08, -0.01, -0.25], [-0.06, -0.03, 0.05], [0.03, -0.02, -0.10], [0.00, -0.01, -0.01], [-0.04, -0.03, 0.14], [0.03, -0.09, 0.07], [-0.13, -0.05, -0.10], [-0.05, -0.02, -0.11], [-0.02, -0.05, 0.03], [-0.05, 0.00, 0.05], [-0.10, -0.02, 0.10], [0.06, 0.02, -0.01], [0.20, -0.04, -0.17], [0.02, -0.19, 0.13], [-0.04, 0.09, 0.01], [-0.01, -0.11, 0.04], [0.04, -0.08, -0.08], [0.22, -0.10, 0.20], [0.02, 0.12, 0.05], [-0.11, -0.02, 0.02], [-0.01, 0.02, 0.03], [-0.02, 0.03, 0.02], [-0.04, 0.05, -0.04], [-0.05, 0.10, -0.08], [0.07, -0.03, 0.02], [-0.07, 0.00, -0.32], [-0.20, -0.10, 0.06], [0.03, 0.04, 0.12], [-0.09, 0.01, 0.05], [-0.02, -0.09, 0.00], [0.03, 0.04, -0.04], [0.10, 0.00, 0.05], [0.00, 0.12, 0.08], [0.00, -0.02, 0.03], [0.05, -0.05, 0.03], [0.04, 0.06, 0.00], [0.10, 0.08, -0.02], [-0.04, -0.10, -0.03], [-0.12, 0.01, 0.24], [0.06, 0.24, -0.02], [0.06, -0.07, -0.08], [0.04, 0.06, -0.03], [0.04, 0.03, 0.03], [-0.04, -0.04, 0.01], [0.05, -0.08, -0.02], [-0.01, 0.01, -0.12], [0.03, -0.01, -0.01], [0.02, -0.03, -0.02], [-0.03, -0.05, -0.04], [-0.06, -0.09, -0.04], [0.02, 0.04, 0.06]]}



3.
{"formula": "C6H9N2O2", "method": "wB97M-V/def2-TZVPD", "energy_ha": -493.53921, "relative_energy_kj_mol": 278.0, "charge": 1, "spin_multiplicity": 3, "elements": ["C", "C", "C", "C", "C", "C", "N", "N", "O", "O", "H", "H", "H", "H", "H", "H", "H", "H", "H"], "xyz": [[-2.422, 0.809, -0.965], [-0.206, -2.191, 1.200], [-1.799, 0.973, 0.136], [-0.454, 0.356, 0.525], [-0.085, -1.192, 0.307], [1.997, 1.054, 0.454], [0.142, -1.631, -1.029], [0.726, 1.007, -0.271], [-3.022, 0.563, -1.918], [-0.085, -3.071, 1.961], [-2.344, 1.626, 0.820], [-0.494, 0.363, 1.650], [2.173, 0.002, 0.629], [2.629, 1.530, -0.187], [1.869, 1.518, 1.342], [-0.668, -1.745, -1.521], [0.733, -2.395, -1.432], [0.799, 0.425, -1.192], [0.510, 1.999, -0.508]], "forces_ev_per_angstrom": [[-1.67, -1.37, -2.86], [0.61, 1.53, 1.18], [2.00, 0.31, 2.43], [-0.45, -1.64, -0.30], [-1.05, -0.76, -1.53], [-1.46, -3.45, -1.16], [2.71, 1.27, -0.89], [-1.75, 1.12, -0.67], [0.29, 0.40, 0.14], [-0.19, -1.70, 1.23], [0.42, -0.18, 0.14], [1.15, 0.90, -1.09], [1.08, -0.13, 0.16], [2.42, 1.03, -1.35], [-0.37, 1.70, 2.74], [-2.98, 0.40, -1.81], [-0.16, 0.66, 1.97], [-0.18, 0.88, 1.74], [-0.41, -0.96, -0.05]]}



4.
{"formula": "C6H10N", "method": "wB97M-V/def2-TZVPD", "energy_ha": -288.90067, "relative_energy_kj_mol": 478.6, "charge": 1, "elements": ["C", "C", "C", "C", "C", "C", "N", "H", "H", "H", "H", "H", "H", "H", "H", "H", "H"], "xyz": [[-0.174, -1.241, -0.466], [1.357, -1.174, -0.113], [-1.588, 0.818, -0.041], [-0.471, 0.209, -0.171], [1.839, 0.003, -0.077], [2.777, 1.021, 0.117], [-2.949, 0.207, 0.354], [-0.092, -1.538, -1.463], [-0.590, -1.985, 0.223], [1.927, -2.060, 0.047], [-1.618, 1.932, -0.209], [2.392, 2.011, -0.198], [3.585, 0.739, -0.475], [2.990, 1.034, 1.195], [-3.466, 0.263, -0.582], [-3.195, 0.575, 1.291], [-2.723, -0.813, 0.569]], "forces_ev_per_angstrom": [[3.26, 0.18, 3.73], [-2.06, -1.84, -0.31], [-1.03, 3.29, 0.69], [2.97, -1.42, -1.88], [-3.68, 1.06, -0.37], [-0.75, 1.58, 1.57], [2.11, -2.08, -1.27], [-0.96, -0.29, -1.75], [-0.63, -0.26, -0.50], [0.67, -0.64, 0.00], [-0.56, -1.24, 0.75], [0.29, -0.57, 0.09], [1.96, -0.06, -0.93], [0.39, 0.36, -0.31], [-0.41, 0.14, 2.48], [-0.96, 0.41, -1.29], [-0.59, 1.37, -0.69]]}



5.
{"formula": "C20H21NO3", "method": "wB97M-V/def2-TZVPD", "energy_ha": -1055.16997, "relative_energy_kj_mol": 139.7, "smiles": "CCOc1cccc(OCCCOc2cccc3cccnc23)c1", "elements": ["C", "C", "O", "C", "C", "C", "C", "C", "O", "C", "C", "C", "O", "C", "C", "C", "C", "C", "C", "C", "C", "N", "C", "C", "H", "H", "H", "H", "H", "H", "H", "H", "H", "H", "H", "H", "H", "H", "H", "H", "H", "H", "H", "H", "H"], "xyz": [[-1.864, -3.753, -0.705], [-2.587, -3.284, 0.555], [-2.301, -1.941, 0.889], [-2.863, -0.929, 0.165], [-3.816, -1.085, -0.831], [-4.308, 0.040, -1.477], [-3.869, 1.301, -1.146], [-2.914, 1.466, -0.137], [-2.577, 2.762, 0.110], [-1.658, 3.126, 1.118], [-0.228, 3.288, 0.592], [0.496, 1.955, 0.430], [1.812, 2.235, -0.014], [2.714, 1.244, -0.193], [3.945, 1.653, -0.675], [4.983, 0.751, -0.905], [4.812, -0.584, -0.660], [3.581, -1.050, -0.168], [3.350, -2.416, 0.112], [2.139, -2.818, 0.601], [1.152, -1.840, 0.811], [1.326, -0.574, 0.558], [2.508, -0.142, 0.076], [-2.419, 0.349, 0.514], [-0.790, -3.629, -0.587], [-2.179, -3.174, -1.570], [-2.083, -4.802, -0.883], [-2.236, -3.857, 1.418], [-3.669, -3.437, 0.462], [-4.187, -2.056, -1.115], [-5.049, -0.081, -2.253], [-4.246, 2.178, -1.646], [-1.687, 2.426, 1.959], [-2.014, 4.101, 1.469], [-0.263, 3.801, -0.370], [0.337, 3.909, 1.288], [0.532, 1.429, 1.390], [-0.016, 1.317, -0.298], [4.082, 2.705, -0.869], [5.925, 1.122, -1.281], [5.609, -1.292, -0.834], [4.147, -3.125, -0.067], [1.936, -3.854, 0.827], [0.177, -2.101, 1.200], [-1.679, 0.409, 1.294]], "forces_ev_per_angstrom": [[-0.15, 0.27, 0.28], [-0.03, -0.44, -0.21], [0.05, 0.33, 0.03], [-0.11, 0.18, -0.10], [0.08, -0.42, 0.15], [0.09, 0.20, 0.06], [0.03, 0.11, 0.00], [-0.23, -0.14, -0.14], [-0.16, -0.23, -0.27], [0.46, 0.26, 0.18], [-0.02, -0.39, -0.09], [-0.70, 0.28, 0.22], [0.23, 0.01, -0.04], [0.51, 0.20, -0.21], [-0.50, 0.06, 0.16], [0.06, -0.32, 0.02], [0.17, 0.08, -0.07], [-0.19, 0.30, 0.02], [-0.26, -0.12, 0.10], [0.39, -0.02, -0.13], [-0.08, 0.06, 0.04], [-0.38, -0.13, 0.15], [0.43, -0.25, -0.12], [0.14, 0.10, 0.13], [0.10, -0.02, -0.01], [0.00, -0.01, -0.10], [-0.01, -0.12, -0.04], [-0.13, 0.06, -0.10], [0.09, 0.03, 0.08], [0.02, -0.11, 0.00], [-0.06, 0.00, -0.06], [-0.05, 0.11, -0.06], [-0.07, 0.05, 0.00], [0.06, -0.20, 0.03], [-0.01, 0.11, 0.01], [0.00, 0.06, 0.04], [-0.11, 0.11, -0.20], [0.07, 0.07, 0.19], [-0.02, 0.12, -0.01], [0.08, 0.01, -0.03], [0.08, -0.05, -0.02], [0.04, -0.05, -0.01], [0.00, -0.08, 0.01], [-0.09, -0.13, 0.03], [0.14, 0.05, 0.10]]}



6.
{"formula": "C9H13N", "method": "wB97M-V/def2-TZVPD", "energy_ha": -405.39861, "relative_energy_kj_mol": 78.8, "smiles": "C/C(=C/C=C\\C#N)C(C)C", "elements": ["C", "C", "C", "C", "C", "C", "N", "C", "C", "C", "H", "H", "H", "H", "H", "H", "H", "H", "H", "H", "H", "H", "H"], "xyz": [[-0.085, -1.866, -0.705], [-0.493, -0.531, -0.179], [-1.822, -0.299, 0.004], [-2.490, 0.961, 0.360], [-3.865, 1.062, 0.458], [-4.708, -0.023, 0.196], [-5.375, -0.954, 0.115], [0.529, 0.505, 0.121], [1.483, 0.217, 1.320], [1.356, 0.605, -1.167], [0.732, -2.217, -0.016], [0.190, -1.798, -1.696], [-0.803, -2.599, -0.651], [-2.428, -1.102, -0.133], [-1.836, 1.781, 0.506], [-4.359, 1.939, 0.862], [-0.077, 1.436, 0.410], [2.109, 1.027, 1.534], [2.160, -0.705, 1.039], [1.126, 0.103, 2.391], [1.464, -0.442, -1.653], [2.357, 1.121, -1.135], [0.702, 1.311, -1.757]], "forces_ev_per_angstrom": [[1.81, 0.81, 3.18], [-2.33, 0.17, 0.82], [1.97, 2.22, 0.16], [-1.73, -1.54, -0.26], [2.61, 0.96, 0.29], [-0.31, -0.92, 0.37], [-0.27, -0.18, -0.32], [0.42, 0.77, 1.43], [0.11, -2.94, 0.40], [-0.11, 0.93, -1.32], [-0.22, 0.08, -1.11], [1.03, -0.03, -2.05], [-2.08, -1.39, 0.29], [-1.92, -2.18, -0.59], [-0.05, 0.97, 0.42], [0.21, 0.17, -0.33], [1.44, -0.98, -0.81], [1.32, 1.47, -0.65], [-1.21, 1.73, 0.77], [-0.66, -0.60, -1.47], [0.02, 2.24, 0.69], [-0.92, -0.68, 0.44], [0.85, -1.10, -0.34]]}